This record from the Open Molecules 2025 dataset describes a cluster of 7 separate species, C32H58ClN10O2 in total at a distorted geometry. The level of theory is ωB97M-V with the def2-TZVPD basis set.

```
103
Properties=species:S:1:pos:R:3:forces:R:3:lowdin_charge:R:1
C 4.746 5.258 4.990 -0.8 0.8 -0.7 -0.0584
C 3.935 3.994 4.680 1.2 -0.3 1.3 -0.1767
N 3.117 4.027 3.473 -1.8 -1.3 -1.7 -0.0389
C 2.314 5.061 2.993 1.1 -0.1 0.5 0.0243
C 1.678 4.621 1.889 -1.8 -0.5 -0.8 0.0325
N 1.930 3.271 1.679 4.2 1.4 5.1 -0.0691
C 2.815 2.937 2.709 -0.6 1.2 -0.9 0.0107
C 1.560 2.391 0.651 -1.9 -0.2 -1.4 -0.0609
H 4.083 6.073 5.278 -0.1 0.1 -0.1 0.0775
H 5.285 5.576 4.098 0.1 0.0 0.1 0.0890
H 5.449 5.206 5.822 -0.1 -0.7 -0.1 0.0917
H 3.331 3.732 5.548 -0.3 0.1 -0.2 0.1292
H 4.659 3.185 4.582 -0.2 -0.2 -0.3 0.1212
H 2.304 6.024 3.481 0.0 -0.1 -0.2 0.1469
H 0.880 5.075 1.321 0.2 0.5 -0.5 0.1316
H 3.176 1.935 2.891 0.2 0.2 -0.1 0.1349
H 2.336 1.734 0.259 0.1 0.1 0.5 0.0906
H 1.211 3.026 -0.164 -0.1 -0.1 -0.3 0.0829
H 0.680 1.849 0.998 0.1 -0.4 -0.4 0.0594
C 2.917 2.349 -2.978 -0.7 -0.7 0.4 -0.0332
C 2.607 1.077 -3.761 1.2 -0.3 0.0 -0.1833
N 1.498 1.269 -4.660 -3.5 -0.3 -1.0 -0.0674
C 1.570 2.050 -5.767 -2.3 0.0 -1.8 0.0298
C 0.302 1.973 -6.443 2.4 -0.2 0.5 0.0231
N -0.483 1.101 -5.758 2.9 -0.3 3.8 -0.1032
C 0.239 0.741 -4.615 -0.5 0.0 -1.6 0.0082
C -1.790 0.583 -6.184 0.4 1.5 0.1 0.0327
H 3.648 2.183 -2.187 0.1 -0.2 -0.2 0.0811
H 1.969 2.578 -2.491 0.1 0.8 0.0 0.0744
H 3.290 3.134 -3.635 -0.3 0.1 0.2 0.0927
H 2.395 0.178 -3.183 0.0 0.3 0.3 0.0959
H 3.444 0.849 -4.422 0.1 -0.2 0.1 0.1322
H 2.530 2.481 -6.014 -0.4 0.3 -0.3 0.1437
H -0.071 2.319 -7.395 0.5 0.4 0.1 0.1415
H -0.198 0.092 -3.871 0.4 0.1 0.3 0.0706
H -1.555 0.331 -7.219 -1.0 -0.7 0.1 0.1132
H -2.471 1.430 -6.110 -0.2 0.0 -0.4 0.1106
H -2.205 -0.159 -5.503 0.6 -0.4 -0.4 0.0861
C 3.025 -2.527 3.519 -1.1 0.2 -1.1 -0.0363
C 2.663 -1.467 2.458 -0.2 0.3 0.6 -0.1864
N 2.894 -1.864 1.093 0.1 -2.0 -3.0 -0.0474
C 4.130 -2.192 0.592 0.4 0.0 -1.7 0.0055
C 3.977 -2.533 -0.742 0.3 0.6 0.3 0.0236
N 2.629 -2.421 -1.077 0.8 0.2 2.2 -0.0609
C 2.018 -2.137 0.075 -1.0 1.2 0.8 -0.0322
C 2.018 -2.554 -2.397 -0.5 -1.4 -0.6 -0.0022
H 4.078 -2.806 3.489 -0.1 0.1 0.2 0.0873
H 2.400 -3.382 3.263 0.2 -0.4 0.4 0.0814
H 2.713 -2.137 4.488 0.3 -0.1 0.1 0.0856
H 3.265 -0.582 2.663 -0.1 0.2 -0.3 0.1167
H 1.612 -1.182 2.421 -0.1 0.1 0.7 0.1166
H 5.019 -2.065 1.192 0.0 -0.2 -0.2 0.1457
H 4.675 -2.780 -1.529 0.2 0.0 0.4 0.1417
H 0.941 -2.103 0.151 0.0 0.5 0.1 0.1118
H 2.651 -2.197 -3.209 0.1 0.4 0.5 0.1018
H 1.007 -2.158 -2.482 0.3 0.7 0.6 0.0582
H 1.864 -3.609 -2.622 0.3 -0.2 0.2 0.1026
C -2.937 0.326 1.596 0.2 -0.4 0.6 -0.0602
C -2.553 0.567 3.109 0.1 1.4 -2.3 -0.1539
N -2.807 -0.516 3.986 2.4 -1.1 -0.1 -0.0858
C -3.943 -0.783 4.627 -0.2 -1.8 0.2 0.0373
C -3.713 -2.011 5.213 -1.8 0.4 1.4 0.0082
N -2.433 -2.372 5.050 0.9 3.2 -2.9 -0.1207
C -1.831 -1.460 4.232 -2.9 0.9 0.9 0.0492
C -1.782 -3.480 5.562 0.5 -2.7 1.4 -0.0060
H -2.659 -0.639 1.173 0.3 -0.2 0.4 0.0401
H -2.453 1.041 0.932 -0.1 0.3 0.3 0.0422
H -4.020 0.389 1.487 0.0 0.2 0.1 0.0772
H -3.159 1.441 3.348 0.3 -0.1 0.7 0.1398
H -1.501 0.782 3.293 0.0 0.5 -0.6 0.1206
H -4.809 -0.141 4.559 0.0 -0.2 0.1 0.1595
H -4.369 -2.605 5.832 0.0 0.1 -0.1 0.1538
H -0.794 -1.355 3.948 -0.2 -0.3 0.0 0.1533
H -1.912 -3.495 6.644 0.3 0.0 0.0 0.1242
H -0.726 -3.507 5.293 -0.2 0.1 0.1 0.1084
H -2.280 -4.377 5.192 0.2 -0.2 -0.1 0.1196
C -2.685 -6.448 -1.983 -0.2 1.8 0.0 -0.0374
C -2.531 -5.032 -1.312 0.4 -0.7 0.8 -0.1634
N -3.456 -3.973 -1.743 -1.6 1.0 -0.7 -0.0473
C -4.752 -4.132 -2.355 2.5 1.3 0.3 0.0492
C -5.050 -2.888 -2.839 -0.3 -0.6 0.2 -0.0173
N -4.095 -1.969 -2.450 1.6 -2.0 0.8 -0.0785
C -3.125 -2.657 -1.753 -1.7 -0.5 -1.8 0.0058
C -4.062 -0.568 -2.889 -1.1 -0.2 0.0 0.0200
H -2.755 -6.330 -3.064 -0.1 -0.1 0.0 0.0813
H -3.603 -6.889 -1.595 0.2 -0.3 -0.1 0.0812
H -1.804 -7.065 -1.804 -0.2 0.1 0.4 0.0855
H -1.543 -4.579 -1.395 0.1 -0.3 -0.5 0.1074
H -2.636 -5.135 -0.232 -0.3 -0.2 0.1 0.1191
H -5.235 -5.093 -2.454 0.1 0.2 0.0 0.1371
H -5.862 -2.660 -3.514 -0.1 0.3 0.3 0.1456
H -2.180 -2.228 -1.453 0.0 0.2 0.2 0.0958
H -3.072 -0.116 -2.842 -0.1 -0.2 0.2 0.0647
H -4.805 -0.039 -2.293 0.4 0.3 0.1 0.1097
H -4.472 -0.593 -3.899 0.3 0.2 -0.1 0.0987
C -1.331 3.971 -1.442 -0.6 -1.4 -1.2 -0.0702
C -0.826 5.230 -0.866 -1.4 2.0 1.3 -0.8760
O 0.336 5.579 -1.038 3.3 -0.6 -0.5 -0.0742
O -1.640 5.917 -0.213 -0.8 -0.5 0.4 -0.0681
H -0.925 3.762 -2.432 0.2 0.3 -0.3 0.0546
H -2.414 4.053 -1.534 0.0 -0.4 0.2 0.0722
H -1.012 3.088 -0.888 -0.3 -0.1 0.4 0.0043
Cl -0.488 0.156 -1.124 0.1 -0.8 -0.2 -0.2867
```
Positions in Å, forces in eV/Å.

For the electronic energy, the calculation gives -2411.3857 Ha. The calculation puts the largest force on an atom at 6.720 eV/A. Its molar mass is 650.3 g mol⁻¹. The charge is +3. The relative energy (zero: lowest compared OMol25 entry of this formula, charge and spin) comes out at 99.5 kcal/mol. For the LUMO energy, the calculation gives -6.92 eV. The HOMO energy comes out at -11.2 eV.

---

This record from the Open Molecules 2025 dataset describes a structure of composition C29H23CuN2O6. The level of theory is ωB97M-V with the def2-TZVPD basis set.

```
61
Properties=species:S:1:pos:R:3:forces:R:3:nbo_charge:R:1
Cu 0.925 0.956 0.196 -0.1 0.5 0.1 0.8914
C -0.121 -0.727 -4.354 0.1 0.2 -0.1 -0.2414
O 0.646 0.431 -4.658 -0.2 0.0 0.0 -0.5355
C 1.904 0.453 -4.086 0.0 0.0 0.2 0.1656
C 2.985 0.388 -4.930 0.2 0.0 0.0 -0.2552
C 4.293 0.450 -4.434 -0.1 0.0 0.0 -0.3232
C 4.460 0.561 -3.068 0.0 0.0 0.0 -0.1890
C 3.388 0.659 -2.174 0.1 -0.1 0.2 -0.2283
C 3.749 0.652 -0.746 -0.1 0.1 -0.4 0.0807
N 2.992 0.986 0.222 0.0 -0.3 0.3 -0.3615
N 3.534 0.796 1.499 -0.1 0.1 -0.3 -0.4946
C 2.591 0.382 2.316 0.2 -0.1 0.3 0.5238
O 1.394 0.084 2.041 0.0 -0.1 0.4 -0.7924
C 3.028 0.245 3.762 0.0 0.0 -0.3 0.0077
C 2.066 0.007 4.734 -0.1 0.0 0.2 -0.2210
C 2.426 -0.109 6.074 0.0 0.0 -0.1 -0.2309
C 3.758 0.001 6.451 0.0 0.0 0.0 -0.2472
C 4.727 0.230 5.479 0.0 0.0 -0.1 -0.2381
C 4.362 0.353 4.145 0.1 0.0 0.1 -0.2183
C 2.033 0.645 -2.661 0.1 0.1 0.0 0.4481
O 0.997 0.809 -1.934 -0.1 -0.2 -0.3 -0.8407
H -1.120 -0.567 -4.760 0.0 0.0 0.0 0.1794
H -0.195 -0.885 -3.283 0.0 0.0 0.2 0.1971
H 0.326 -1.611 -4.825 0.0 0.0 0.0 0.1452
H 2.789 0.289 -5.993 0.0 0.0 0.0 0.1945
H 5.146 0.397 -5.099 0.0 0.0 0.0 0.1842
H 5.464 0.573 -2.651 0.0 0.0 0.0 0.1852
H 4.751 0.280 -0.503 0.0 0.0 0.0 0.1428
H 1.036 -0.078 4.411 0.0 0.0 0.0 0.2430
H 1.663 -0.285 6.824 0.0 0.0 0.0 0.1939
H 4.042 -0.094 7.493 0.0 0.0 0.0 0.1882
H 5.770 0.316 5.763 0.0 0.0 0.0 0.1901
H 5.097 0.541 3.373 0.0 0.0 0.0 0.2345
O -1.033 -0.482 -0.488 -0.1 0.0 -0.3 -0.7491
C -2.227 0.239 -0.229 -0.1 -0.3 0.1 0.0729
C -1.994 1.773 0.035 -0.1 0.1 0.0 0.7638
O -3.030 2.459 -0.002 0.1 0.0 0.1 -0.7565
O -0.824 2.133 0.286 0.0 -0.1 -0.1 -0.7752
C -3.163 0.011 -1.421 0.1 0.0 0.0 -0.0107
C -3.810 -1.214 -1.566 0.0 0.0 0.0 -0.2026
C -4.558 -1.505 -2.699 0.0 0.0 0.0 -0.2354
C -4.662 -0.572 -3.723 0.0 0.0 0.0 -0.2430
C -4.006 0.646 -3.597 0.0 0.0 0.1 -0.2460
C -3.266 0.937 -2.457 0.0 0.0 0.0 -0.1211
C -2.784 -0.330 1.071 0.0 0.1 -0.1 -0.0223
C -1.950 -1.018 1.947 0.0 0.0 0.1 -0.1928
C -2.453 -1.498 3.153 0.0 0.0 -0.1 -0.2227
C -3.782 -1.294 3.497 0.0 0.0 0.0 -0.2458
C -4.609 -0.587 2.631 0.0 0.0 0.0 -0.2544
C -4.111 -0.105 1.429 0.0 0.0 0.0 -0.1432
H -0.541 -0.026 -1.198 0.1 0.0 -0.1 0.5165
H -3.720 -1.949 -0.775 0.0 0.0 0.0 0.2158
H -5.055 -2.465 -2.786 0.0 0.0 0.0 0.1916
H -5.241 -0.795 -4.612 0.0 0.0 0.0 0.1902
H -4.068 1.380 -4.392 0.0 0.0 0.0 0.1974
H -2.772 1.893 -2.357 0.0 0.0 0.0 0.2318
H -0.905 -1.139 1.699 0.0 0.0 0.0 0.2644
H -1.790 -2.025 3.831 0.0 0.0 0.0 0.1991
H -4.167 -1.666 4.440 0.0 0.0 0.0 0.1882
H -5.644 -0.402 2.896 0.0 0.0 0.0 0.1899
H -4.739 0.472 0.762 0.0 0.0 0.0 0.2210
```
Positions in Å, forces in eV/Å.

For the electronic energy, the calculation gives -3320.4180 Ha. The calculation puts the largest force on an atom at 0.470 eV/A. Its molar mass is 559.1 g mol⁻¹. The charge is -2. For the LUMO energy, the calculation gives 4.72 eV. The HOMO energy comes out at -0.7 eV.

---

This record from the Open Molecules 2025 dataset describes a structure of composition C35H39N2OPPd. The level of theory is ωB97M-V with the def2-TZVPD basis set.

```
79
Properties=species:S:1:pos:R:3:forces:R:3:mulliken_spin:R:1
Pd 0.027 -0.244 -0.809 0.2 0.0 -0.2 1.3428
C 3.257 -3.349 5.038 0.0 0.0 0.0 -0.0008
C 2.639 -4.092 4.044 0.0 0.0 0.0 0.0030
C 2.020 -3.447 2.983 0.0 0.0 0.0 0.0140
C 2.022 -2.058 2.899 0.0 0.1 0.0 0.0259
C 2.649 -1.319 3.901 0.0 0.0 0.0 -0.0049
C 3.261 -1.963 4.966 0.0 0.0 0.0 0.0017
P 1.261 -1.269 1.432 0.0 -0.1 0.1 -0.0093
C 0.810 0.402 2.039 0.0 0.0 -0.1 -0.0058
C 1.272 1.575 1.442 -0.1 0.0 0.0 -0.0011
C 0.740 2.805 1.811 0.1 0.0 0.1 0.0052
C -0.232 2.879 2.795 0.0 0.0 0.0 0.0023
C -0.681 1.718 3.410 0.0 -0.1 0.0 0.0124
C -0.179 0.488 3.021 0.0 0.0 0.0 0.0087
C 2.625 -0.988 0.271 -0.1 0.1 -0.1 -0.0003
C 3.987 -1.198 0.453 -0.1 0.0 0.0 0.0255
C 4.845 -0.945 -0.609 -0.1 0.0 -0.1 -0.0119
C 4.338 -0.484 -1.821 0.1 0.0 0.1 0.0151
C 2.973 -0.265 -1.990 0.0 0.0 0.0 -0.0496
C 2.102 -0.521 -0.941 0.0 -0.1 0.1 0.2973
H 3.734 -3.849 5.871 0.0 0.0 0.0 0.0000
H 2.632 -5.173 4.097 0.0 0.0 0.0 0.0002
H 1.533 -4.030 2.209 0.0 0.0 0.0 -0.0015
H 2.656 -0.237 3.847 0.0 0.0 0.0 0.0001
H 3.745 -1.381 5.740 0.0 0.0 0.0 0.0002
H 2.022 1.526 0.663 0.1 0.0 0.0 -0.0050
H 1.085 3.707 1.322 0.0 0.0 0.0 0.0003
H -0.654 3.837 3.069 0.0 0.0 0.0 0.0031
H -1.448 1.770 4.173 0.0 0.0 0.0 0.0004
H -0.562 -0.419 3.479 0.0 0.0 0.0 -0.0013
H 4.367 -1.560 1.402 0.0 0.0 0.0 0.0025
H 5.909 -1.110 -0.497 0.0 0.0 0.0 -0.0001
H 5.015 -0.293 -2.645 0.0 0.0 0.0 0.0012
H 2.605 0.105 -2.940 0.0 0.0 0.0 0.0076
C -1.512 -5.575 -0.978 0.0 0.0 0.0 0.0009
C -1.411 -4.218 -1.587 0.0 0.0 0.0 0.0036
C -1.772 -3.739 -2.828 0.0 0.0 0.0 0.0024
C -1.397 -2.380 -2.843 0.0 0.0 0.0 -0.0017
N -0.851 -2.061 -1.679 0.0 0.0 0.0 0.0651
N -0.866 -3.180 -0.930 0.0 0.1 0.0 -0.0036
C -1.531 -1.374 -3.934 0.0 0.0 0.0 -0.0074
H -2.333 -6.129 -1.429 0.0 0.0 0.0 0.0001
H -1.694 -5.512 0.095 0.0 0.0 0.0 0.0000
H -0.594 -6.142 -1.135 0.0 0.0 0.0 -0.0002
H -2.245 -4.292 -3.622 0.0 0.0 0.0 0.0014
H -0.469 -3.132 -0.002 0.0 0.0 0.0 -0.0079
H -2.552 -1.359 -4.319 0.0 0.0 0.0 -0.0001
H -0.865 -1.623 -4.762 0.0 0.0 0.0 -0.0009
H -1.280 -0.381 -3.565 0.0 0.0 0.0 0.0027
C -3.928 0.227 -1.229 0.0 0.0 0.0 0.0071
C -2.953 0.493 -0.077 -0.1 -0.1 0.0 0.0027
C -3.601 0.169 1.263 0.0 0.0 0.0 0.0061
C -2.393 1.891 -0.170 0.1 0.1 0.0 0.0255
C -2.858 2.909 0.650 0.0 0.1 0.0 -0.0194
C -2.385 4.205 0.521 -0.1 0.0 0.1 0.0444
C -1.439 4.484 -0.449 0.0 0.1 -0.1 -0.0224
C -0.938 3.502 -1.291 0.1 0.0 -0.1 0.0236
C 0.082 3.887 -2.344 0.0 0.0 0.0 -0.0028
C 1.451 3.268 -2.062 0.0 0.0 0.0 0.0166
C -0.385 3.570 -3.767 0.0 0.0 0.0 0.0052
C -1.406 2.177 -1.148 0.1 -0.1 0.0 -0.0104
O -0.926 1.204 -1.938 -0.3 0.1 0.1 0.1639
H -4.262 -0.814 -1.223 0.0 0.0 0.0 -0.0005
H -3.453 0.435 -2.187 0.0 0.0 0.0 0.0015
H -4.806 0.869 -1.130 0.0 0.0 0.0 -0.0001
H -2.124 -0.209 -0.210 0.0 -0.1 0.1 0.0273
H -4.520 0.742 1.403 0.0 0.0 0.0 0.0001
H -2.929 0.392 2.093 0.0 0.0 0.0 -0.0008
H -3.866 -0.889 1.309 0.0 0.0 0.0 0.0001
H -3.604 2.691 1.405 0.0 0.0 0.0 0.0017
H -2.759 4.992 1.164 0.0 0.0 0.0 0.0017
H -1.080 5.501 -0.568 0.0 0.0 0.0 0.0004
H 0.193 4.974 -2.274 0.0 0.0 0.0 0.0005
H 1.382 2.182 -2.069 0.0 -0.1 0.0 -0.0002
H 1.830 3.581 -1.086 0.0 0.0 0.0 -0.0008
H 2.177 3.572 -2.820 0.0 0.0 0.0 0.0001
H -0.468 2.494 -3.911 0.0 0.0 0.0 -0.0027
H 0.326 3.968 -4.495 0.0 0.0 0.0 -0.0001
H -1.360 4.018 -3.966 0.0 0.0 0.0 -0.0005
```
Positions in Å, forces in eV/Å.

For the electronic energy, the calculation gives -2011.0409 Ha. The calculation puts the largest force on an atom at 0.313 eV/A. Its molar mass is 641.1 g mol⁻¹. The charge is 0. Its expectation value of S² is 2.009. The relative energy (zero: lowest compared OMol25 entry of this formula, charge and spin) comes out at 4.4 kcal/mol. For the LUMO energy (alpha / beta), the calculation gives 0.43 / -0.85 eV. As for the spin multiplicity: 3. The HOMO energy (alpha / beta) comes out at -7.1 / -7.3 eV.

---

- Among the records above, which one has the highest charge?
  C32H58ClN10O2

---

- Look up the charge of the first one.
  +3

---

- What is the electronic energy in the second record?
  -3320.4180 Ha